A molecular structure, C33H28NO4P2Pt in a non-equilibrium geometry, computed with ωB97M-V with the def2-TZVPD basis set.

Results
LUMO (alpha / beta): -4.6 / -4.7 eV
ΔE to the lowest compared entry with this formula, charge and spin: 0.00 kcal/mol
Net charge: +1

Positions of all 69 atoms, in Å:
C -5.604 0.314 -1.107
C -5.060 1.898 -2.831
P -0.556 -1.391 1.050
C 0.844 -3.382 2.450
H -2.446 -3.377 2.223
C 5.691 0.977 -0.452
H 1.148 -2.659 -0.851
C -2.318 -0.258 4.503
H 0.323 -3.050 3.337
H 0.624 5.253 -1.322
C 2.882 1.030 -0.606
H -3.592 -1.361 5.819
O 1.631 0.926 -0.746
H -4.024 -0.165 0.258
C 2.218 -4.204 0.174
C -1.612 -0.280 3.316
H -0.270 -0.728 -1.877
C -1.556 -1.771 -0.469
H -6.324 -0.326 -0.620
C 0.355 4.347 -1.844
C -3.371 1.172 -1.294
H 2.767 -4.513 -0.703
H -2.614 -1.784 -0.194
H -0.657 3.475 -0.163
C -5.976 1.062 -2.213
H 3.173 0.733 -2.707
C 3.698 0.853 -1.771
H 3.527 1.896 2.681
O 7.611 0.867 0.748
H 1.954 -4.892 3.475
H 0.702 2.882 -4.864
H -6.987 1.006 -2.584
C 1.760 -4.416 2.525
C 0.592 -2.775 1.222
C 0.393 3.010 -3.839
O 7.731 0.659 -1.391
N 7.122 0.829 -0.359
C 4.961 1.255 0.677
H -2.287 0.611 5.142
C -0.723 2.190 -1.884
H -1.291 -2.765 -0.841
H -3.039 2.601 -2.864
C 5.055 0.823 -1.700
C 2.438 -4.834 1.390
C -1.312 -0.705 -1.546
O 1.650 1.722 2.058
C -3.127 -2.476 4.050
H -0.603 1.118 -3.744
H 3.150 -5.641 1.456
C -3.755 1.956 -2.376
Pt 0.021 0.920 0.854
H -5.360 2.497 -3.678
C -1.638 -1.411 2.500
H 1.273 4.954 -3.678
H -1.014 0.588 3.011
C 2.862 1.652 1.837
H 5.490 1.414 1.605
H -3.732 -3.321 4.339
C -2.413 -2.507 2.864
C 0.729 4.174 -3.167
C -4.308 0.383 -0.631
C 3.559 1.315 0.637
P -1.611 0.992 -0.856
H 5.669 0.672 -2.576
H -1.970 -0.868 -2.405
C -0.360 3.355 -1.203
C -0.337 2.017 -3.208
C -3.062 -1.366 4.878
C 1.305 -3.171 0.089

A molecular structure, C33H29AlFIN4O2 in a non-equilibrium geometry, computed with ωB97M-V with the def2-TZVPD basis set.

Results
LUMO: -0.1 eV
ΔE to the lowest compared entry with this formula, charge and spin: 7.19 kcal/mol

Positions of all 71 atoms, in Å:
C 2.364 4.317 -1.170
H -4.795 -2.608 2.455
N -1.848 -1.307 0.829
N -1.354 4.132 -1.529
H 1.013 0.112 -2.391
C 0.739 2.355 -1.050
H 2.774 1.878 -0.661
H -7.322 -2.817 -0.985
C 4.417 1.946 -5.199
C -1.841 -2.542 0.457
C -0.377 -4.290 -0.696
N 0.385 -2.183 -0.326
H 2.306 5.402 -1.048
H 1.175 1.575 -4.387
C -0.104 4.551 -1.475
C -6.476 -2.388 -0.470
C -3.030 -0.761 1.476
H -2.697 -3.200 0.587
C 1.835 1.340 -0.815
H 6.097 1.335 -4.024
N 1.548 0.534 0.373
H -1.019 -5.152 -0.711
H -5.966 -1.072 -2.084
H 2.905 3.920 -0.297
H 0.045 5.613 -1.622
H 2.787 3.291 -2.774
C -6.143 -2.820 0.802
Al -0.102 -0.427 0.275
C -0.684 -3.041 -0.159
C 5.021 1.385 -4.088
H -3.321 2.008 -0.380
H 1.474 -4.950 -1.712
C 2.003 0.403 -2.043
C 2.308 -0.320 2.467
C 3.956 0.346 0.917
H -3.010 -1.021 2.543
H 2.613 2.416 -6.232
H 4.264 0.762 -0.029
C -0.592 1.928 -1.047
C 4.599 -0.629 3.023
O -0.916 0.667 -0.732
O 3.121 4.087 -2.343
H -6.722 -3.597 1.280
C 4.215 0.884 -3.083
C -5.055 -2.271 1.460
C 3.263 -0.756 3.356
C -4.624 -0.870 -0.439
H 2.299 -2.466 -1.196
C 2.825 0.959 -3.166
H -3.194 1.657 -2.107
H -4.013 -0.125 -0.923
C 0.984 3.721 -1.236
C -1.612 2.854 -1.318
I 0.251 -0.404 3.035
H 5.967 0.071 1.538
C 1.346 -2.895 -0.947
C 2.580 0.215 1.199
H 2.966 -1.184 4.300
H 5.359 -0.964 3.709
C 3.043 2.006 -5.332
C -3.043 2.423 -1.347
C 4.929 -0.055 1.806
C 0.915 -4.187 -1.202
H 4.667 0.416 -2.219
H -3.678 3.275 -1.565
H 2.511 -0.489 -1.677
F 5.189 2.433 -6.193
C 2.252 1.523 -4.303
C -4.289 -1.291 0.842
H -2.971 0.330 1.388
C -5.717 -1.409 -1.089

A molecular structure, C33H29Br2CsN11O3S2, computed with ωB97M-V with the def2-TZVPD basis set.

Results
LUMO: 1.9 eV
ΔE to the lowest compared entry with this formula, charge and spin: 11.62 kcal/mol
Net charge: -1

Positions of all 81 atoms, in Å:
C 0.864 2.707 1.165
H -2.003 2.008 -5.088
N 5.690 6.022 3.655
C 1.810 -3.695 2.277
C -0.411 4.174 3.056
H 2.967 -2.347 -2.323
H -3.150 -5.965 -2.048
O -2.953 0.333 3.375
C 2.944 6.162 3.132
C -2.681 -1.862 2.417
C 1.364 3.963 1.469
N 3.671 -3.600 0.495
H 2.901 4.155 3.919
N 2.028 -5.132 4.404
C 4.874 4.999 3.911
N 3.173 -0.550 -0.633
H 5.806 7.934 2.911
H -0.938 4.726 3.822
C 1.690 -0.616 -2.326
H 1.372 2.102 0.419
C -4.856 -0.274 -3.195
C -0.186 -0.620 -4.004
N 2.287 0.092 -1.444
H 1.712 -2.383 -3.551
C -2.289 -3.996 -1.787
C -1.152 0.068 -4.721
H -0.301 -4.787 -1.992
C -3.297 -4.901 -2.187
N 0.729 -2.932 2.112
C -4.447 -4.423 -2.739
H -0.527 -3.736 -0.589
H 1.300 -2.683 -1.860
C 0.664 0.087 -3.160
H -1.685 -2.145 2.075
H -0.412 3.129 -3.541
H -1.847 -0.471 -5.353
O -2.765 0.044 -2.171
C 3.785 7.228 2.839
H -5.232 -5.099 -3.051
C -4.633 -3.030 -2.910
C -5.789 -2.456 -3.484
C -3.668 -0.729 -2.577
H 5.337 4.113 4.329
C 0.710 4.712 2.436
S 1.213 6.361 2.854
Cs -0.932 -0.232 -0.194
N -0.226 2.191 1.736
H -1.440 -0.463 5.166
N -2.432 -2.701 -1.930
H 4.614 -1.671 0.991
H 2.246 4.329 0.961
H -1.156 -1.997 4.445
C 4.006 0.142 0.194
C 2.856 -3.666 1.309
O 0.686 -2.250 1.059
N 0.567 1.412 -3.007
C 5.135 7.110 3.128
N 4.743 -0.669 0.981
C -0.360 2.057 -3.701
C -1.000 -4.504 -1.200
Br -5.054 1.603 -3.419
H -3.298 -1.476 1.608
H 5.342 -0.227 1.653
H -1.723 2.463 3.116
C -3.569 -2.196 -2.475
C -1.241 1.436 -4.577
C -0.847 2.916 2.665
H 3.087 -1.551 -0.492
C -2.494 -0.791 3.467
C 1.928 -2.087 -2.529
N -1.748 -1.188 4.540
C 1.926 -4.488 3.455
H -1.166 -5.389 -0.584
C -5.888 -1.100 -3.629
Br -7.227 -3.552 -4.087
S 4.167 1.800 0.253
H -0.137 -1.696 -4.079
H -3.167 -2.738 2.847
C 3.508 5.019 3.684
H -6.769 -0.663 -4.079
H 3.396 8.131 2.386

A molecular structure, C33H29Cl3MgO4PS3Sb in a non-equilibrium geometry, computed with ωB97M-V with the def2-TZVPD basis set.

Results
LUMO: 4.0 eV
ΔE to the lowest compared entry with this formula, charge and spin: 9.49 kcal/mol
Net charge: -2

Positions of all 75 atoms, in Å:
O -1.372 -0.142 -0.229
O -0.284 -2.646 1.160
H 3.442 2.331 1.150
H -2.101 -0.284 -3.744
H 1.224 1.422 -7.133
Cl 0.028 1.999 -1.648
S 1.120 -3.027 1.566
H -1.675 1.351 -4.027
H -4.654 2.586 1.376
S -3.513 -3.396 -0.782
H -0.510 -4.955 -4.359
H -0.214 -2.577 -6.051
C 1.870 5.306 1.254
H 1.952 6.334 1.038
C 0.648 4.890 1.767
C 1.156 1.624 4.917
C -3.608 -5.718 -2.323
H 1.073 -1.862 -6.940
H -3.961 -7.438 -3.486
C 0.116 -1.683 -6.518
C -2.166 -6.360 -4.104
H -0.127 5.600 1.907
C -0.822 -0.238 5.498
P 1.078 0.856 2.120
H 4.060 -2.976 1.772
O 1.948 -1.640 0.968
H 1.855 2.418 4.688
C -1.353 2.246 -0.600
C -0.394 -0.066 4.188
H 3.894 4.820 0.667
H -1.639 -0.914 5.748
C 1.480 2.640 1.900
S -0.623 -2.880 -2.649
H -0.619 0.361 7.514
Cl -3.712 -0.159 1.526
H -0.885 -0.677 3.432
Sb 0.349 -0.077 -5.081
H -1.438 4.267 -1.010
C 2.912 4.414 1.015
C 0.273 1.464 -6.635
Cl -3.894 5.181 0.319
C 0.728 1.413 6.208
C 2.923 -1.155 1.780
H 1.130 2.052 7.027
C -1.898 1.021 -0.046
C -3.305 -6.590 -3.345
H 5.864 -1.933 3.268
C -3.044 1.243 0.727
C -0.249 0.463 6.509
C 2.750 0.139 2.267
H 5.629 0.464 3.926
H -2.377 0.389 -5.405
C 0.623 0.842 3.888
C -1.735 0.369 -4.535
C -2.863 -4.541 -1.989
C 3.779 0.744 2.973
C 4.998 -1.363 2.925
O 1.289 -2.917 3.013
H 0.193 2.486 -6.205
C -3.095 3.563 0.277
H -4.478 -5.908 -1.727
C -1.898 3.465 -0.452
C 4.887 -0.030 3.326
Mg -1.292 -2.122 -0.496
C -1.726 -4.290 -2.792
H -0.602 -1.441 -7.277
C -3.699 2.480 0.877
H -0.528 3.197 2.388
H -0.526 1.323 -7.364
H -1.860 -7.015 -4.926
C 2.668 3.071 1.321
C 0.435 3.561 2.054
C -1.403 -5.216 -3.780
H 3.760 1.786 3.274
C 4.014 -1.947 2.139

A molecular structure, C33H29F5N6O4SnTe2, computed with ωB97M-V with the def2-TZVPD basis set.

Results
LUMO: 4.0 eV
ΔE to the lowest compared entry with this formula, charge and spin: 14.97 kcal/mol
Net charge: -2

Positions of all 80 atoms, in Å:
C 2.383 -4.222 -2.143
C 0.146 -3.366 -3.409
F 3.218 -1.012 -3.695
N -2.094 -2.082 1.026
C -2.489 2.156 0.994
C -5.110 0.667 -2.214
C 3.250 2.897 2.889
H 3.379 -2.688 -0.465
H -8.610 -0.969 -3.723
H -4.590 2.253 0.673
H -8.789 -1.305 -2.005
C -3.223 -4.179 0.792
H 3.801 0.108 0.344
C -8.167 -1.506 -2.881
H -0.725 -2.907 -3.863
C -4.396 -1.643 -2.345
H 2.996 3.688 3.579
H -2.647 6.031 1.202
C -6.417 0.253 -2.465
H -3.787 -3.694 -2.171
C -1.418 4.289 1.333
C 1.172 -4.021 -1.494
C -3.777 4.215 0.933
C 1.295 -3.581 -4.154
C -2.079 -3.401 0.856
C -3.325 0.013 1.427
Sn 0.485 0.212 0.621
C -3.350 -2.720 -2.401
C -3.699 2.840 0.853
O 4.337 -5.491 -1.576
C 3.633 -4.511 -1.371
H -0.520 4.855 1.528
H 1.315 -3.320 -5.203
O -4.207 0.391 2.208
C -3.272 -1.482 1.160
Te -2.069 0.245 -1.697
N -0.070 2.259 1.453
O 0.614 3.671 3.175
F -1.627 -0.332 -3.592
N 3.887 -3.575 -0.436
H -5.942 -3.063 -2.762
H -5.374 -4.113 0.865
H -2.514 -2.544 -1.727
C 0.797 2.797 2.321
H -7.198 1.006 -2.525
C -4.452 -3.546 0.919
H -1.101 -3.852 0.734
N -2.424 0.760 0.774
C -2.618 4.948 1.156
H -3.145 -5.246 0.626
N 0.062 -3.625 -2.102
F 1.653 1.295 -3.893
H 1.113 -4.156 -0.418
N 2.458 1.300 1.328
C 2.222 2.286 2.185
F 3.377 0.858 -2.046
H 3.370 -4.140 -4.043
C -6.742 -1.083 -2.645
H -8.227 -2.574 -3.093
C 2.436 -4.023 -3.510
F 2.450 -1.230 -0.843
H 5.375 2.947 3.171
H -5.400 -1.630 1.250
H -4.734 4.710 0.807
C -4.872 2.154 -2.142
C 4.783 1.472 1.725
Te 1.802 -0.079 -2.547
C -4.479 -2.180 1.120
C -1.329 2.891 1.287
C 3.703 0.892 1.084
H -5.657 2.643 -1.562
H -2.933 -2.762 -3.410
O 0.933 1.020 -1.205
C -5.716 -2.013 -2.601
C 4.547 2.480 2.650
H -4.895 2.571 -3.153
H 4.751 -3.660 0.073
H 5.786 1.140 1.493
H -3.914 2.409 -1.701
C -4.091 -0.292 -2.111

A molecular structure, C33H29F6N4O2ReS3, computed with ωB97M-V with the def2-TZVPD basis set.

Results
LUMO (alpha / beta): -5.1 / -4.6 eV
ΔE to the lowest compared entry with this formula, charge and spin: 8.10 kcal/mol
Net charge: +1
2S+1: 2

Positions of all 78 atoms, in Å:
C 3.734 -1.155 0.849
N -0.274 -1.657 3.091
N 1.987 0.180 -0.203
F -4.441 -1.680 1.081
H 3.048 -0.719 4.223
C -3.479 -2.552 0.838
C 1.570 -4.391 3.326
H 4.399 -0.333 -3.663
C -1.139 -3.014 0.402
H 3.798 -3.428 6.328
F -1.893 -0.810 0.677
H 0.816 0.080 -2.358
C 3.328 -0.124 -3.659
H 0.750 -0.690 -3.931
H 5.492 -4.879 5.393
C 1.337 2.457 -0.463
H 1.479 -2.581 6.193
F 0.108 1.948 -0.050
H 4.803 3.653 -1.386
S -0.420 0.442 4.926
F -2.993 -6.116 0.515
H 5.117 1.115 1.660
F -4.975 -4.344 1.005
C 2.756 4.215 -1.075
C 1.476 3.790 -0.732
F -0.465 -5.256 0.128
H 4.051 -2.005 3.565
H 5.160 -2.518 1.679
H 5.749 -0.296 2.511
C 3.608 -0.392 2.159
H 4.240 -3.126 -2.441
H 2.649 -2.114 -3.426
H 0.932 -4.686 2.504
C 2.340 1.521 -0.524
S -0.511 -2.874 4.168
O -1.353 -3.811 3.481
C 1.878 -3.212 5.410
C 4.615 -2.232 0.789
C 2.543 -1.180 -2.871
H 0.632 4.463 -0.662
C 3.037 -0.831 -0.316
C 1.074 -3.560 4.329
C 3.205 -1.497 -1.529
C 4.898 0.386 2.442
C -2.727 -4.821 0.549
H 3.248 -5.513 2.623
C 2.865 -4.859 3.397
H 4.819 0.921 3.390
H 0.432 -1.648 -2.487
H 2.985 -0.111 -4.695
C -1.435 -4.368 0.348
H -0.064 2.888 4.682
O -0.908 -2.334 5.443
C 4.098 -2.568 -1.523
N 4.990 -4.951 4.526
C 1.051 -0.845 -2.894
H 2.926 5.260 -1.292
C -3.745 -3.913 0.800
C -0.228 -0.420 3.409
C 3.812 3.308 -1.127
S 0.515 -2.418 0.225
C 3.173 -3.687 5.482
H 2.347 -1.905 3.114
H 0.376 2.610 2.146
C 4.796 -2.939 -0.386
H 2.801 0.340 2.073
N 0.062 0.475 2.390
H 5.474 -3.781 -0.418
C 3.688 -4.508 4.474
H 3.174 0.877 -3.255
C -0.080 1.962 4.132
C 3.241 -1.312 3.327
Re 0.298 -0.232 0.535
C -2.182 -2.158 0.636
H 5.267 -5.707 3.926
C 3.612 1.961 -0.859
H 4.431 1.255 -0.894
C 0.141 1.822 2.836